No. 1
The following is a DFT calculation (ωB97M-V/def2-TZVPD) of 13 unconnected molecules or ions with the total composition C36H94N13O22.

The calculation puts the molecular weight at 1061.22 g mol⁻¹. The calculation puts the largest force on an atom at 5.5 eV/Å. The total charge is +3. As for the frontier orbital gap: 0.3261 hartree.

Each line ends with the Mulliken charge.
CARTESIAN COORDINATES (ANGSTROEM)
O (-1.319, 0.905, 4.410)  -0.480
O (-1.027, -4.388, -0.426)  -0.679
O (-0.835, 7.035, 3.463)  -0.380
O (-7.309, -4.306, -1.187)  -0.493
O (3.499, -1.470, -0.574)  -0.286
O (-1.389, 5.626, 1.852)  -0.524
O (0.781, -2.229, 0.278)  -0.519
O (-2.764, 7.106, 2.524)  -0.604
O (5.982, 3.350, -0.880)  -0.453
O (4.933, -0.116, -1.321)  -0.813
O (-2.851, -3.672, 0.348)  -1.012
O (-2.798, 1.472, 5.847)  -0.604
O (-0.582, 5.648, -2.147)  -0.689
O (-1.950, 2.979, 4.492)  -0.356
O (5.477, -1.451, 0.269)  -0.677
O (-5.375, 5.889, -0.663)  -0.464
O (-3.641, 1.429, 1.329)  -0.682
O (-4.075, -2.579, 2.651)  -0.602
O (-4.101, 1.483, -0.827)  -0.874
O (8.531, 2.658, 0.952)  -0.625
O (-1.068, -3.589, 1.494)  -0.949
O (-3.003, -0.148, -0.020)  -0.389
N (0.747, 0.956, 0.345)  1.181
N (-4.861, 3.753, 0.223)  0.392
N (-3.259, -2.673, 5.719)  0.278
N (-1.722, 6.514, 2.542)  1.060
N (-3.593, 0.902, 0.216)  0.810
N (-1.643, -3.865, 0.436)  1.427
N (-1.466, 7.724, -2.024)  -0.209
N (-4.813, -4.739, -2.580)  0.322
N (9.120, 4.497, 2.018)  -0.199
N (4.644, -1.065, -0.568)  0.548
N (2.718, -3.838, -3.070)  0.660
N (-1.997, 1.726, 4.914)  1.036
N (6.608, 1.282, 0.026)  0.398
C (1.076, -2.173, -3.853)  -0.543
C (0.155, -0.023, -0.557)  -1.975
C (10.834, 2.946, 1.572)  -1.256
C (-5.375, -5.635, -3.695)  -0.823
C (1.610, 1.889, -0.456)  -0.915
C (-5.073, -5.224, -1.178)  0.475
C (-2.568, -3.844, 5.104)  -1.004
C (-4.758, 4.891, -0.826)  0.554
C (2.526, -4.753, -4.269)  -1.067
C (6.812, 2.518, -0.884)  0.952
C (-4.669, -3.155, 6.033)  -0.946
C (7.925, 2.485, -1.837)  -1.295
C (-3.087, -1.824, 3.269)  0.210
C (-6.233, 3.550, 0.891)  -0.781
C (0.244, 6.989, -0.399)  -0.500
C (5.142, -3.553, -2.714)  -0.369
C (1.417, -3.088, -2.769)  0.121
C (3.208, -4.610, -1.835)  -0.371
C (9.419, 3.307, 1.455)  0.665
C (-0.619, 6.773, -1.629)  0.806
C (4.667, -4.909, -2.170)  -0.866
C (-3.337, -4.769, -2.729)  -0.487
C (1.468, 0.476, 1.518)  -0.346
C (-5.232, -3.292, -2.800)  -0.903
C (3.912, -2.953, -3.413)  -0.373
C (-6.531, -5.369, -0.725)  -0.969
C (-0.308, -1.323, 0.041)  1.478
C (-2.594, -2.245, 6.987)  -0.878
C (-0.325, 1.837, 0.876)  -0.934
C (-1.192, -1.182, -4.724)  -1.721
C (-3.666, 4.512, -1.815)  -0.680
C (-3.493, -1.487, 4.711)  -0.321
C (-2.441, 7.632, -3.074)  -0.843
C (5.826, 1.755, 1.271)  -0.817
C (-0.385, -1.674, -3.531)  1.128
C (7.739, 4.871, 2.255)  -0.631
H (6.582, 2.309, 1.848)  0.158
H (5.337, -2.920, -1.836)  0.004
H (-2.640, 4.666, -1.374)  0.048
H (-4.831, -2.661, -2.004)  0.343
H (5.432, 0.881, 1.799)  0.326
H (-1.134, -1.903, -5.511)  0.446
H (-2.912, -4.028, -2.099)  -0.167
H (-0.801, -2.600, -3.060)  -0.504
H (-2.548, -4.639, 5.848)  0.446
H (-5.245, -5.136, -4.653)  0.349
H (7.475, 0.811, 0.347)  0.426
H (5.205, -5.242, -1.257)  0.494
H (-0.161, 6.222, 0.330)  -0.211
H (1.939, 2.755, 0.100)  0.414
H (-1.450, 7.775, 3.747)  0.402
H (-0.436, -0.831, -2.809)  -0.274
H (-4.573, 2.780, -0.024)  0.107
H (-5.230, -3.415, 5.094)  0.228
H (-2.248, 6.691, -3.540)  0.334
H (-4.228, 3.966, 0.970)  0.304
H (-4.419, -4.590, -0.613)  -0.280
H (-1.397, 8.647, -1.597)  0.240
H (-6.485, -5.520, 0.362)  0.421
H (-0.700, 0.461, -0.933)  0.545
H (1.319, 6.512, -0.513)  0.193
H (-1.085, -1.689, -0.647)  -0.280
H (4.788, -5.646, -2.974)  0.286
H (-8.238, -4.361, -0.884)  0.331
H (-6.191, 4.278, 1.727)  0.373
H (2.479, -5.364, -1.508)  0.497
H (0.142, 2.630, 1.528)  0.520
H (-3.080, -0.851, 2.807)  -0.090
H (7.660, 5.958, 2.182)  0.339
H (-1.507, -3.557, 4.942)  0.406
H (-2.132, -2.252, 3.026)  0.435
H (-2.169, -0.826, -4.429)  0.407
H (-1.631, -1.824, 6.714)  0.327
H (-4.518, -1.142, 4.674)  0.380
H (1.556, -2.500, -1.807)  -0.808
H (3.701, -1.972, -3.053)  0.068
H (-1.096, 1.242, 1.404)  -0.277
H (10.913, 1.890, 1.473)  0.336
H (-7.059, 3.739, 0.217)  0.308
H (-6.827, -6.211, -1.152)  0.541
H (1.146, -2.509, -4.909)  0.475
H (0.510, -2.939, 0.904)  0.313
H (-4.816, -2.951, -3.748)  0.410
H (3.289, -3.791, -1.101)  0.160
H (7.986, 3.494, -2.275)  0.413
H (8.887, 2.398, -1.416)  0.292
H (2.409, 1.247, -0.876)  0.138
H (2.050, -5.717, -3.918)  0.306
H (-6.341, -3.190, -2.816)  0.313
H (2.315, -0.145, 1.106)  -0.203
H (0.877, -0.290, -1.363)  0.378
H (-4.549, -3.999, 6.695)  0.424
H (-6.383, 2.574, 1.393)  0.279
H (-3.621, -2.872, 1.779)  0.338
H (-2.152, 8.469, -3.713)  0.386
H (1.087, 2.265, -1.322)  0.289
H (1.971, -4.360, -5.093)  0.332
H (1.873, 1.207, 2.214)  0.411
H (-3.038, -4.141, 4.147)  0.340
H (7.627, 1.770, -2.577)  0.315
H (-3.692, 5.092, -2.776)  0.306
H (-2.491, -3.152, 7.568)  0.386
H (11.449, 3.404, 0.825)  0.294
H (7.400, 4.539, 3.249)  0.260
H (-3.839, 3.427, -2.004)  0.332
H (7.200, 4.437, 1.411)  0.107
H (-2.862, -0.683, 4.977)  -0.227
H (6.022, -3.622, -3.366)  0.422
H (-5.169, -2.323, 6.485)  0.498
H (-0.619, -0.325, -5.085)  0.388
H (9.812, 4.991, 2.571)  0.251
H (0.709, -0.121, 2.056)  0.135
H (11.175, 3.286, 2.627)  0.393
H (-6.464, -5.887, -3.562)  0.251
H (-3.255, -1.517, 7.453)  0.370
H (6.086, 0.634, -0.508)  0.256
H (-3.027, -4.512, -3.750)  0.450
H (4.070, -2.765, -4.487)  0.444
H (-4.779, -6.531, -3.605)  0.408
H (-2.315, 3.654, 5.156)  0.399
H (3.509, -5.080, -4.579)  0.442
H (1.759, -1.296, -3.794)  0.360
H (0.275, 7.951, 0.035)  0.433
H (-3.540, 7.572, -2.725)  0.181
H (5.027, 2.396, 0.883)  0.368
H (0.639, -3.901, -2.570)  0.237
H (-2.939, -5.832, -2.444)  0.319
H (-0.783, 2.353, 0.017)  0.494
H (-1.031, -1.147, 0.924)  0.362
H (-4.698, -6.250, -1.117)  0.357

***

No. 2
The following is a DFT calculation (ωB97M-V/def2-TZVPD) of 8 unconnected molecules or ions with the total composition C36H96N8O10.

The calculation puts the molecular weight at 801.21 g mol⁻¹. The calculation puts the largest force on an atom at 4.4 eV/Å. The calculation puts the relative energy (zero: lowest compared OMol25 entry of this formula, charge and spin) at 554.6 kJ/mol. As for the frontier orbital gap: 0.3255 hartree. As for the SMILES: COC[C@H](C)N.COC[C@H](C)N.COC[C@H](C)N.COC[C@H](C)N.COC[C@H](C)N.COC[C@H](C)N.COCCNCCOC.COCCNCCOC.

Each line ends with the Mulliken charge.
CARTESIAN COORDINATES (ANGSTROEM)
O (15.713, -13.437, 2.390)  -0.350
O (4.247, -18.501, 10.076)  -0.316
O (10.223, -17.559, 1.429)  -0.306
O (12.820, -16.977, 5.746)  0.012
O (13.015, -25.117, 6.851)  -0.324
O (13.906, -13.529, 9.840)  -0.384
O (10.098, -18.620, 8.045)  -0.163
O (17.089, -14.256, 7.713)  -0.288
O (10.090, -14.673, 8.136)  -0.136
O (12.140, -19.937, 13.995)  -0.368
N (9.762, -17.435, 15.342)  -0.731
N (12.830, -17.630, 8.643)  0.540
N (12.594, -15.511, 11.213)  -0.245
N (9.747, -12.491, 10.966)  -0.761
N (2.350, -17.283, 11.895)  -0.726
N (14.705, -14.570, 5.361)  0.745
N (7.911, -20.552, 0.702)  -0.683
N (10.336, -23.778, 8.278)  -0.672
C (13.735, -18.235, 7.624)  -0.714
C (9.463, -18.516, 0.620)  -0.882
C (13.525, -20.003, 13.583)  -0.470
C (16.173, -14.550, 5.338)  -0.472
C (14.514, -16.126, 12.534)  -1.550
C (14.647, -14.529, 10.474)  -0.458
C (9.452, -16.496, 1.944)  -0.843
C (2.042, -18.528, 11.212)  0.621
C (10.964, -19.355, 8.857)  -0.522
C (2.897, -18.503, 9.934)  -1.046
C (10.930, -22.495, 6.333)  -1.311
C (9.621, -13.702, 10.240)  1.590
C (14.157, -13.611, 4.364)  -0.862
C (5.150, -18.346, 8.965)  -0.557
C (9.221, -17.826, 8.772)  -0.513
C (14.455, -13.948, 2.828)  -0.714
C (9.639, -18.522, 13.250)  -1.076
C (11.612, -25.140, 6.368)  -0.810
C (12.047, -16.934, 4.525)  -1.375
C (10.660, -23.982, 6.843)  0.386
C (0.492, -18.568, 11.187)  -1.289
C (10.229, -13.493, 8.797)  -0.605
C (10.767, -14.550, 6.900)  -1.060
C (13.932, -25.899, 6.135)  -0.701
C (16.079, -14.015, 1.147)  -0.780
C (13.899, -14.983, 11.680)  0.237
C (17.754, -13.050, 7.505)  -0.871
C (16.899, -15.158, 6.604)  -0.469
C (8.264, -14.472, 10.282)  -1.446
C (10.261, -18.588, 14.676)  0.088
C (8.490, -19.432, 1.452)  0.570
C (9.145, -20.039, 2.678)  -1.404
C (13.059, -18.352, 6.253)  -0.479
C (14.295, -13.025, 8.594)  -0.661
C (12.000, -18.422, 9.588)  -0.982
C (11.841, -18.742, 14.609)  0.071
H (16.393, -13.482, 5.345)  0.416
H (11.025, -23.180, 8.711)  0.212
H (14.269, -12.577, 4.691)  0.517
H (10.285, -17.453, 16.206)  0.280
H (17.123, -13.753, 0.974)  0.251
H (9.657, -24.317, 6.579)  0.211
H (14.118, -13.656, 7.723)  0.165
H (8.225, -21.365, 1.214)  0.201
H (17.135, -12.294, 7.023)  0.332
H (14.814, -15.385, 9.819)  0.009
H (0.013, -19.445, 10.753)  0.341
H (14.335, -15.029, 2.759)  0.323
H (11.949, -22.147, 6.507)  0.386
H (11.481, -25.229, 5.290)  0.420
H (10.499, -19.958, 9.637)  0.430
H (15.351, -12.765, 8.666)  0.348
H (10.710, -22.359, 5.275)  0.428
H (10.396, -15.432, 6.379)  0.402
H (10.577, -11.974, 10.715)  0.231
H (2.767, -17.559, 9.406)  0.393
H (12.624, -17.356, 3.703)  0.487
H (8.890, -16.951, 8.213)  0.278
H (10.094, -15.616, 1.921)  0.252
H (15.663, -14.258, 10.759)  0.483
H (14.273, -15.483, 5.384)  -0.394
H (11.260, -26.090, 6.769)  0.416
H (18.200, -12.655, 8.418)  0.225
H (13.967, -19.207, 8.060)  0.578
H (12.705, -18.975, 10.209)  0.654
H (8.346, -18.386, 9.100)  0.098
H (4.875, -17.577, 8.243)  0.333
H (9.674, -17.256, 9.583)  0.185
H (13.833, -12.096, 8.262)  0.311
H (13.960, -19.072, 13.219)  0.032
H (11.753, -15.964, 4.122)  0.268
H (5.094, -19.258, 8.371)  0.369
H (8.201, -15.257, 9.528)  0.211
H (2.666, -19.185, 9.115)  0.445
H (9.818, -19.373, 15.290)  0.466
H (12.282, -14.833, 10.532)  -0.078
H (3.115, -16.772, 11.478)  0.241
H (10.457, -24.607, 8.842)  0.248
H (13.071, -13.670, 4.432)  0.143
H (7.611, -18.888, 1.797)  0.225
H (16.397, -16.086, 6.875)  0.021
H (13.530, -14.155, 12.285)  0.515
H (12.514, -18.507, 15.434)  0.373
H (10.076, -16.641, 14.802)  0.267
H (16.477, -15.067, 4.427)  0.333
H (11.142, -17.541, 4.524)  0.485
H (15.423, -13.572, 0.398)  0.311
H (12.662, -16.351, 10.657)  0.152
H (13.660, -18.985, 5.600)  0.574
H (8.567, -18.554, 13.442)  0.406
H (9.744, -12.602, 11.970)  0.251
H (12.091, -18.835, 6.388)  0.236
H (10.068, -19.221, 0.048)  0.409
H (11.511, -20.048, 8.218)  -0.020
H (11.460, -17.835, 10.330)  0.131
H (13.561, -20.799, 12.839)  0.258
H (15.543, -15.881, 12.796)  0.445
H (16.096, -15.104, 1.182)  0.329
H (14.143, -20.395, 14.391)  0.344
H (13.833, -16.216, 13.381)  0.343
H (13.703, -13.577, 2.131)  0.638
H (6.191, -18.271, 9.276)  0.070
H (8.503, -20.848, 3.027)  0.578
H (13.785, -26.910, 6.515)  0.283
H (8.956, -16.541, 2.914)  0.266
H (8.004, -15.074, 11.152)  0.358
H (0.130, -18.480, 12.212)  0.337
H (9.904, -19.371, 12.620)  0.251
H (0.132, -17.738, 10.578)  0.294
H (13.610, -25.972, 5.096)  0.302
H (12.066, -17.923, 13.926)  -0.256
H (8.165, -20.723, -0.260)  0.243
H (18.541, -13.289, 6.790)  0.408
H (12.274, -16.905, 8.211)  -0.069
H (2.689, -17.566, 12.803)  0.252
H (10.424, -21.596, 6.684)  0.335
H (14.973, -25.599, 6.251)  0.230
H (2.511, -19.308, 11.811)  0.312
H (17.878, -15.533, 6.303)  0.357
H (7.433, -13.777, 10.164)  0.358
H (11.847, -14.702, 6.901)  0.234
H (10.108, -20.468, 2.403)  0.321
H (10.274, -14.462, 10.667)  -0.421
H (8.872, -18.080, -0.186)  0.390
H (14.637, -17.652, 7.441)  -0.288
H (9.234, -19.251, 3.425)  0.211
H (9.796, -12.634, 8.284)  0.447
H (10.051, -17.609, 12.820)  0.088
H (14.635, -17.096, 12.052)  0.210
H (11.292, -13.261, 8.868)  -0.030
H (8.678, -16.272, 1.209)  0.442
H (10.587, -13.624, 6.355)  0.428